154
Properties=species:S:1:pos:R:3:forces:R:3 method="wB97M-V/def2-TZVPD" homo_lumo_gap_ev=9.685 total_energy_ha=-3232.7225 homo_energy_ev=-9.68
O -17.35039 15.25049 21.49766 -0.285 0.285 0.145
H -16.57166 15.80575 21.45913 0.402 0.155 0.070
H -17.17221 14.54383 20.87708 -0.100 -0.687 -0.222
O -15.13835 17.18022 20.72798 0.022 -0.525 -0.568
H -15.83648 17.60768 21.22409 -0.367 0.428 0.673
H -14.34134 17.64160 20.98899 0.303 0.049 0.013
C -23.40617 15.14173 19.80081 0.585 0.500 0.773
C -24.45327 15.29202 20.90090 -0.100 -1.350 -1.545
O -23.83760 15.86161 22.01560 0.000 0.226 0.685
O -22.28365 14.45569 20.33886 0.474 -0.892 -0.739
H -23.12148 16.14305 19.47768 0.224 0.160 -0.117
H -23.66442 14.56194 18.91467 -0.579 0.076 0.152
H -24.74311 14.26687 21.13146 -0.466 -0.066 0.136
H -25.32949 15.83540 20.54724 0.064 0.255 0.213
H -23.72426 15.12167 22.61662 0.088 0.370 0.457
H -22.09790 14.58912 21.27122 -0.342 0.639 -0.023
C -18.56077 15.02603 27.31062 0.495 0.120 -0.183
C -17.53851 14.52685 26.18511 -1.857 0.189 0.731
O -18.19700 13.84689 25.13742 0.423 -0.646 0.460
O -19.57163 14.20798 27.90651 0.985 -0.350 -0.389
H -19.09210 15.89276 26.91748 0.191 0.268 -0.357
H -17.94298 15.38714 28.13285 -0.011 -0.002 0.124
H -16.71804 13.91011 26.55195 -0.270 -0.219 0.202
H -17.09935 15.45538 25.82031 0.192 0.232 -0.061
H -18.74768 14.47908 24.66978 -0.009 0.510 -0.284
H -20.26472 14.05483 27.26016 0.031 -0.130 -0.177
C -15.45361 15.02772 14.71751 -0.601 -0.897 -0.090
C -15.08362 15.89632 15.92097 0.464 1.443 -0.918
O -15.64165 17.24511 15.77771 0.325 -1.490 -0.058
O -16.27854 13.88647 15.02662 -0.444 0.382 0.188
H -14.61846 14.61611 14.15077 0.535 0.409 0.235
H -16.03169 15.61374 14.00304 -0.053 0.133 0.216
H -14.00524 16.05436 15.90578 0.232 -0.170 0.101
H -15.31486 15.41012 16.86873 -0.450 0.077 0.007
H -15.98634 17.50648 16.63472 -0.334 -0.020 0.310
H -15.76949 13.20020 15.46424 0.240 0.135 -0.022
C -19.37856 8.74027 18.03952 0.416 -1.105 -0.043
C -18.57428 9.72318 18.88224 0.228 0.739 -0.401
O -19.25918 10.15908 20.03485 -0.455 -0.783 0.362
O -19.21211 7.38356 18.47253 0.142 -0.346 0.667
H -19.06265 8.69244 16.99740 -0.349 0.963 -0.184
H -20.45464 8.84876 18.17511 0.012 0.801 -0.444
H -18.37046 10.67761 18.39684 0.189 -0.238 -0.845
H -17.62885 9.26208 19.16799 0.218 -0.149 -0.104
H -19.87723 9.43413 20.15340 -0.389 0.158 0.907
H -18.46508 6.98728 18.01808 0.067 0.061 0.083
C -20.20275 13.13108 18.35767 1.437 0.732 0.164
C -19.53269 13.39966 17.01667 -1.151 -1.118 0.361
O -20.44686 14.15206 16.30791 -0.523 2.290 -1.953
O -21.25526 12.20123 18.30099 -0.085 -0.296 -0.378
H -20.62562 14.10279 18.61273 0.203 0.105 0.289
H -19.42943 12.91095 19.09362 -0.160 -0.512 0.351
H -19.33909 12.54124 16.37346 0.384 -0.699 0.529
H -18.59404 13.94381 17.12127 -0.108 0.231 0.135
H -21.37080 13.93699 16.45518 0.254 -0.561 0.330
H -21.91182 12.53099 18.91888 -0.121 -0.095 0.218
C -19.18462 17.87676 17.64960 0.674 -0.528 0.477
C -18.27685 17.12010 18.75202 -0.943 1.793 -2.376
O -16.97752 17.43477 18.28696 0.867 0.103 0.840
O -19.20374 19.36226 17.57467 -0.690 -1.999 0.935
H -20.17949 17.43453 17.70231 -0.408 0.927 0.315
H -18.84202 17.51472 16.68024 0.431 -0.023 0.026
H -18.34839 16.03404 18.69306 -0.872 -0.038 -0.014
H -18.41001 17.46011 19.77902 -0.271 0.101 0.005
H -16.43361 17.13151 19.01757 1.069 0.206 -0.020
H -18.31865 19.73148 17.61832 0.319 -0.510 -0.038
C -16.58055 21.31339 21.33557 -1.329 0.463 0.017
C -18.18008 21.31248 21.19199 2.108 1.946 0.222
O -18.74914 20.09893 21.55171 -0.084 -0.788 -0.538
O -16.00104 22.56747 20.95432 -0.535 -0.417 0.299
H -16.20064 20.55676 20.64907 -0.076 -0.317 0.045
H -16.23168 21.09951 22.34583 -0.183 -0.091 0.036
H -18.29980 21.68833 20.17587 -0.461 -0.887 -0.731
H -18.74254 22.06366 21.74648 0.812 0.554 0.626
H -19.69424 20.26514 21.52436 -0.217 -0.577 0.073
H -16.66587 23.07509 20.48324 0.023 0.146 -0.143
C -18.91494 17.52147 24.02077 -0.021 -0.070 -0.131
C -17.50817 18.23642 23.89264 -1.986 -1.501 -0.019
O -17.06557 18.10264 22.51978 0.340 0.198 1.593
O -19.00339 16.13915 23.68145 1.048 -0.118 0.613
H -19.67293 17.87134 23.31995 0.112 1.509 0.343
H -19.24564 17.57276 25.05811 -0.153 0.380 -0.027
H -16.86976 17.79738 24.65931 0.619 -0.431 -0.687
H -17.62746 19.26197 24.24212 -0.065 0.303 -0.541
H -17.59122 18.77821 22.08516 -0.399 0.296 -0.586
H -18.53754 16.06550 22.84530 0.291 -0.680 -0.615
C -15.89440 12.59407 18.87696 0.472 0.148 1.282
C -14.69630 11.89260 19.52624 0.289 0.800 -0.973
O -15.04061 10.57513 19.81075 -0.945 -1.169 -0.143
O -16.95235 12.70741 19.79007 -0.694 0.028 0.207
H -16.22254 12.04227 17.99609 0.188 0.002 -0.272
H -15.64328 13.62857 18.64279 0.317 -0.106 -0.384
H -14.31822 12.34656 20.44225 -0.174 0.646 -0.103
H -13.96439 11.99089 18.72452 0.729 -0.348 0.088
H -14.31477 10.02008 20.10516 0.207 0.339 -0.061
H -17.24861 11.80668 19.94009 -0.408 -0.149 0.473
C -13.22974 16.56052 23.96451 -0.416 -0.861 0.538
C -14.10646 15.40384 24.43740 -0.823 -0.251 1.169
O -13.29017 14.27283 24.90037 -0.563 1.638 -0.608
O -12.13584 16.67909 24.85777 -0.349 0.309 -0.633
H -13.82522 17.47349 23.96468 0.041 0.118 0.049
H -12.94740 16.33631 22.93586 0.509 0.123 -0.186
H -14.95745 15.26869 23.76983 0.581 -1.106 -1.084
H -14.74596 15.67853 25.27626 0.619 0.503 0.809
H -13.60242 13.41748 24.59630 0.081 0.070 -0.524
H -12.02757 15.75907 25.10967 0.619 -0.302 0.427
C -16.50907 11.51145 23.38489 0.196 0.769 -1.348
C -15.32692 11.99858 24.20503 -1.899 -1.937 1.769
C -15.16392 11.00561 25.33943 -0.127 0.313 1.594
O -14.13721 12.05581 23.46771 -0.090 0.316 -0.587
H -17.47045 11.63666 23.88306 0.271 0.042 -0.005
H -16.40497 10.49913 22.99441 0.203 -0.509 0.612
H -16.49039 12.05453 22.44001 -0.498 0.593 -0.002
H -15.60491 12.90048 24.75037 0.422 0.665 -0.843
H -15.09075 9.94991 25.07817 0.264 0.079 -0.295
H -16.01307 11.09478 26.01699 -0.515 -0.154 -0.218
H -14.37733 11.31623 26.02709 0.609 -0.249 -0.302
H -14.18365 11.18289 23.07091 0.827 -0.139 -0.454
C -11.75156 15.26968 19.62605 -1.596 -0.602 0.246
C -11.51223 14.01305 18.85504 -0.020 0.582 -2.382
C -11.99981 14.14756 17.33162 -0.234 -1.375 0.799
O -10.15272 13.82737 18.74491 2.770 0.083 -0.075
H -12.81044 15.21150 19.87803 -0.297 0.241 0.316
H -11.69906 16.13546 18.96590 0.739 0.141 0.391
H -11.21066 15.25640 20.57227 0.269 0.494 -0.285
H -11.76467 13.08339 19.36505 -1.681 0.207 -0.015
H -13.07427 14.23756 17.17187 -0.081 -0.035 0.177
H -11.65436 13.23255 16.85046 -0.435 -0.544 -0.011
H -11.49946 14.85015 16.66519 0.200 0.824 0.922
H -10.02316 12.99519 18.28415 0.334 -0.015 -0.040
C -20.43237 9.61132 23.67782 1.363 1.130 -0.492
C -20.29497 11.08656 24.08133 -1.620 -0.161 -0.023
C -19.96637 12.09799 22.98145 0.693 -1.022 -0.813
O -21.63809 11.37819 24.51139 -0.064 0.917 1.154
H -19.40788 9.27595 23.51637 -0.144 -0.728 -0.255
H -21.00824 9.59236 22.75256 -0.006 -0.414 -0.100
H -20.93649 9.07664 24.48285 0.185 -0.012 -0.168
H -19.62533 11.10940 24.94107 -0.191 0.543 0.125
H -19.68349 13.12412 23.21633 -0.247 -0.234 0.651
H -20.81585 12.12461 22.29899 -0.174 0.068 -0.089
H -19.15126 11.71143 22.36966 0.137 -0.007 -0.118
H -22.19685 11.24141 23.74282 -0.072 -0.005 -0.059
C -13.40123 18.77761 18.24206 0.105 -1.514 0.564
C -12.03312 18.98694 17.63485 0.322 0.191 0.642
C -11.90429 18.67701 16.16288 0.348 -0.381 -0.670
O -11.70139 20.34684 17.91783 -0.025 -0.097 -0.643
H -14.19848 19.38594 17.81493 0.018 -0.191 -0.321
H -13.41306 18.93253 19.32092 0.376 0.574 0.009
H -13.60318 17.70714 18.20443 -0.670 -0.105 -0.536
H -11.27911 18.39241 18.15071 -0.114 -0.137 0.236
H -12.46043 19.34510 15.50527 -0.220 0.082 0.159
H -12.17658 17.65330 15.90599 -0.436 -0.089 0.242
H -10.86208 18.71566 15.84605 0.137 0.382 0.179
H -12.49406 20.71735 17.52285 0.156 1.264 0.111